1.
C58H70FN2OP | ωB97M-V/def2-TZVPD

The geometry in XYZ format:
```
133
Properties=species:S:1:pos:R:3:lowdin_charge:R:1
C 0.600 -4.103 1.587 -0.192
C -0.931 -4.030 1.926 -0.401
P -1.869 -2.843 0.783 0.995
C -3.641 -3.440 0.606 -0.305
C -1.798 -1.165 1.655 -0.379
N -0.350 -1.093 2.024 0.025
C 0.295 -0.727 0.788 -0.380
O 1.446 -0.941 0.524 0.107
C -0.749 -0.043 -0.217 -0.186
F -0.926 -0.812 -1.379 -0.031
C -1.936 0.144 0.779 -0.304
C -1.677 1.370 1.752 -0.122
C -1.975 2.789 1.083 -0.151
C -1.207 3.955 1.810 -0.336
C -1.266 3.790 3.390 -0.072
C 0.264 4.230 1.291 -0.170
C 0.807 3.209 0.232 -0.209
C 2.331 3.409 -0.105 -0.088
C 3.058 2.262 -0.441 -0.312
C 4.291 1.899 0.439 -0.062
C 2.574 1.403 -1.652 -0.053
C -3.370 0.458 0.199 -0.244
C -3.404 0.884 -1.176 0.005
C -4.730 1.164 -1.755 0.003
C -5.804 0.983 -0.748 -0.060
C -5.598 0.589 0.616 -0.123
N -4.361 0.302 1.082 0.112
H 1.135 -3.223 2.019 0.043
H 1.037 -5.012 2.072 0.073
H 0.834 -4.156 0.498 0.066
H -1.037 -3.687 2.987 0.064
H -1.368 -5.052 1.824 0.073
H -3.572 -4.494 0.218 0.035
H -4.211 -3.497 1.565 0.035
H -4.180 -2.871 -0.195 0.033
H -2.531 -1.285 2.487 0.124
H -0.133 -0.548 2.855 0.105
H -0.447 0.952 -0.637 0.126
H -0.645 1.417 2.175 0.102
H -2.377 1.222 2.618 0.128
H -3.074 2.958 1.262 0.121
H -1.851 2.769 -0.024 0.100
H -1.794 4.893 1.603 0.128
H -1.095 4.753 3.924 0.069
H -2.329 3.487 3.609 0.083
H -0.582 2.974 3.719 0.075
H 0.270 5.247 0.807 0.109
H 1.028 4.285 2.109 0.109
H 0.721 2.189 0.688 0.092
H 0.250 3.251 -0.749 0.113
H 2.801 4.426 -0.120 0.106
H 4.839 1.023 0.008 0.062
H 4.935 2.811 0.523 0.083
H 3.886 1.596 1.439 0.079
H 1.457 1.402 -1.704 0.060
H 2.991 1.756 -2.622 0.085
H 2.877 0.342 -1.435 0.069
H -2.504 1.009 -1.811 0.111
H -4.893 1.478 -2.802 0.080
H -6.857 1.174 -1.062 0.089
H -6.444 0.504 1.336 0.112
C 5.379 -5.491 -0.073 -0.098
C 6.502 -4.676 -0.153 -0.107
C 6.367 -3.296 -0.061 -0.093
C 5.109 -2.731 0.107 -0.084
C 3.985 -3.545 0.178 -0.082
C 4.120 -4.925 0.089 -0.088
H 5.485 -6.567 -0.139 0.087
H 7.484 -5.116 -0.286 0.094
H 7.243 -2.660 -0.119 0.100
H 5.003 -1.655 0.182 0.090
H 3.004 -3.103 0.303 0.073
H 3.244 -5.560 0.146 0.096
C 1.112 7.621 5.591 -0.097
C 0.732 7.466 4.264 -0.103
C 1.682 7.150 3.301 -0.102
C 3.014 6.993 3.664 -0.094
C 3.396 7.157 4.990 -0.097
C 2.445 7.469 5.954 -0.098
H 0.370 7.862 6.343 0.100
H -0.307 7.591 3.980 0.100
H 1.384 7.026 2.266 0.091
H 3.754 6.743 2.913 0.101
H 4.435 7.040 5.272 0.100
H 2.743 7.595 6.988 0.100
C 8.631 -9.177 -2.049 -0.096
C 9.523 -9.310 -3.106 -0.100
C 9.687 -8.270 -4.012 -0.099
C 8.955 -7.098 -3.864 -0.095
C 8.056 -6.968 -2.813 -0.095
C 7.895 -8.007 -1.904 -0.094
H 8.509 -9.985 -1.338 0.100
H 10.092 -10.225 -3.222 0.099
H 10.385 -8.372 -4.835 0.099
H 9.084 -6.286 -4.570 0.100
H 7.481 -6.056 -2.700 0.093
H 7.196 -7.905 -1.082 0.085
C 1.039 -2.530 6.087 -0.087
C 1.677 -2.062 7.229 -0.095
C 2.376 -0.861 7.192 -0.095
C 2.442 -0.131 6.012 -0.092
C 1.813 -0.604 4.868 -0.093
C 1.110 -1.802 4.905 -0.095
H 0.488 -3.463 6.117 0.101
H 1.628 -2.632 8.149 0.101
H 2.870 -0.495 8.084 0.101
H 2.986 0.806 5.984 0.101
H 1.870 -0.037 3.944 0.094
H 0.618 -2.170 4.013 0.062
C -3.861 2.431 -5.748 -0.094
C -5.213 2.749 -5.785 -0.110
C -5.826 3.038 -6.998 -0.107
C -5.085 3.014 -8.173 -0.091
C -3.730 2.705 -8.134 -0.094
C -3.119 2.412 -6.922 -0.092
H -3.385 2.198 -4.802 0.090
H -5.791 2.770 -4.868 0.095
H -6.881 3.283 -7.028 0.100
H -5.563 3.238 -9.120 0.101
H -3.151 2.692 -9.050 0.101
H -2.063 2.169 -6.892 0.102
C -9.942 0.203 -3.489 -0.094
C -10.252 0.908 -4.646 -0.094
C -9.279 1.104 -5.622 -0.091
C -7.998 0.597 -5.435 -0.099
C -7.695 -0.103 -4.274 -0.104
C -8.658 -0.299 -3.312 -0.111
H -10.697 0.046 -2.729 0.100
H -11.250 1.307 -4.788 0.100
H -9.518 1.653 -6.525 0.100
H -7.239 0.748 -6.192 0.089
H -6.696 -0.497 -4.122 0.103
H -8.410 -0.847 -2.410 0.100
```

Computed properties:
Energy relative to the best compared isomer or geometry (same formula, charge and spin): 270.3 kJ/mol
Orbital gap: 7.674 eV
DFT total energy: -2877.86027 Ha


2.
C58H71BF4N5O5S | ωB97M-V/def2-TZVPD

The geometry in XYZ format:
```
145
Properties=species:S:1:pos:R:3:lowdin_charge:R:1
C 7.847 -0.939 -3.114 0.009
C 6.854 -1.541 -4.209 -0.410
O 7.325 -2.082 -5.242 0.077
O 5.433 -1.452 -4.099 -0.096
C 4.928 -2.389 -3.079 -0.161
C 3.355 -2.530 -3.380 -0.127
C 2.530 -1.161 -3.304 -0.093
C 2.151 -0.644 -1.835 -0.148
B 2.620 -1.576 -0.543 -0.428
N 3.460 -1.090 0.602 0.157
O 2.160 -2.961 -0.420 0.069
N 2.683 0.713 -1.385 0.050
C 4.067 1.070 -1.668 -0.267
C 4.340 2.224 -2.733 -0.012
F 4.773 1.413 -0.432 -0.052
C 1.739 1.601 -0.789 -0.070
N 1.783 2.851 -0.351 0.039
F 2.953 3.520 -0.398 0.091
C 0.617 3.631 0.209 -0.064
C 0.912 5.203 0.378 -0.214
N 1.766 5.526 1.564 -0.008
N 0.507 0.743 -0.749 0.017
C -0.111 0.457 0.544 -0.267
C -1.612 1.080 0.718 -0.007
F -0.182 -0.904 0.979 -0.023
C 0.575 -0.203 -1.863 -0.287
C -0.439 -1.420 -2.066 -0.088
C -1.986 -1.204 -1.758 -0.164
C -2.631 -2.041 -0.582 -0.018
C -4.143 -1.930 -0.195 -0.013
C -5.117 -0.995 -0.971 -0.198
C -6.675 -0.806 -0.659 -0.092
C -4.523 -0.194 -2.157 -0.006
C -2.991 -0.305 -2.514 -0.017
S 0.131 0.969 -3.306 0.874
O -0.803 2.070 -2.841 -0.303
O -0.360 0.231 -4.517 -0.291
F 1.512 1.805 -3.863 -0.219
H 7.321 -1.006 -2.102 0.077
H 8.012 0.176 -3.341 0.105
H 8.838 -1.504 -3.096 0.094
H 5.441 -3.417 -3.141 0.154
H 5.163 -1.967 -2.039 0.112
H 2.864 -3.413 -2.817 0.134
H 3.301 -2.858 -4.491 0.145
H 1.617 -1.324 -3.997 0.126
H 3.152 -0.345 -3.837 0.130
H 4.326 -1.659 0.644 0.103
H 2.960 -1.098 1.501 0.057
H 1.906 -3.015 0.540 0.103
H 4.614 0.130 -2.050 0.145
H 4.425 1.773 -3.777 0.095
H 5.275 2.849 -2.492 0.110
H 3.461 2.965 -2.769 0.077
H -0.359 3.408 -0.356 0.132
H 0.453 3.213 1.276 0.121
H -0.088 5.748 0.560 0.118
H 1.349 5.642 -0.590 0.136
H 2.750 5.279 1.404 0.069
H 1.386 5.100 2.419 0.060
H 0.508 1.016 1.350 0.155
H -2.253 0.283 1.257 0.098
H -2.065 1.276 -0.309 0.077
H -1.591 1.984 1.415 0.083
H -0.380 -1.918 -3.108 0.150
H -0.094 -2.257 -1.341 0.131
H -1.987 -2.743 0.039 0.093
H -4.602 -2.519 0.680 0.091
H -6.891 -0.572 0.449 0.088
H -7.123 0.087 -1.241 0.066
H -7.305 -1.724 -0.975 0.090
H -5.169 0.515 -2.794 0.103
H -2.653 0.309 -3.405 0.076
C -10.006 3.739 -1.467 -0.091
C -8.866 3.081 -1.018 -0.098
C -7.705 3.092 -1.786 -0.124
C -7.685 3.772 -3.002 -0.096
C -8.824 4.433 -3.449 -0.089
C -9.986 4.413 -2.684 -0.088
H -10.911 3.727 -0.869 0.103
H -8.882 2.557 -0.068 0.100
H -6.817 2.573 -1.439 0.077
H -6.780 3.786 -3.600 0.101
H -8.807 4.963 -4.395 0.104
H -10.876 4.924 -3.036 0.104
C 3.142 -4.181 4.984 -0.086
C 2.880 -3.225 4.008 -0.105
C 1.567 -2.942 3.642 -0.116
C 0.514 -3.611 4.260 -0.089
C 0.775 -4.564 5.238 -0.082
C 2.089 -4.853 5.598 -0.080
H 4.165 -4.403 5.266 0.106
H 3.702 -2.699 3.531 0.093
H 1.366 -2.200 2.875 0.068
H -0.510 -3.387 3.978 0.103
H -0.046 -5.084 5.721 0.107
H 2.292 -5.601 6.356 0.107
C -6.844 -4.863 2.884 -0.097
C -7.604 -4.831 4.049 -0.094
C -8.698 -3.977 4.145 -0.091
C -9.038 -3.160 3.070 -0.091
C -8.281 -3.195 1.904 -0.103
C -7.181 -4.043 1.811 -0.107
H -5.990 -5.528 2.811 0.100
H -7.343 -5.473 4.884 0.102
H -9.285 -3.947 5.056 0.103
H -9.894 -2.497 3.143 0.103
H -8.547 -2.559 1.065 0.085
H -6.588 -4.065 0.903 0.089
C 2.095 3.098 6.411 -0.082
C 2.189 1.758 6.776 -0.079
C 2.390 0.783 5.804 -0.083
C 2.506 1.149 4.466 -0.101
C 2.416 2.489 4.101 -0.113
C 2.206 3.464 5.074 -0.097
H 1.935 3.857 7.170 0.107
H 2.105 1.473 7.820 0.107
H 2.456 -0.262 6.088 0.103
H 2.668 0.389 3.708 0.081
H 2.509 2.775 3.057 0.076
H 2.130 4.508 4.789 0.096
C 9.286 -4.639 -2.835 -0.101
C 9.541 -4.535 -1.471 -0.105
C 10.331 -5.488 -0.835 -0.097
C 10.874 -6.541 -1.567 -0.091
C 10.622 -6.642 -2.932 -0.089
C 9.825 -5.694 -3.565 -0.088
H 8.667 -3.897 -3.330 0.075
H 9.123 -3.711 -0.902 0.092
H 10.524 -5.411 0.229 0.100
H 11.494 -7.281 -1.073 0.103
H 11.047 -7.462 -3.502 0.104
H 9.624 -5.777 -4.628 0.105
C -5.156 7.278 0.310 -0.081
C -3.807 7.610 0.191 -0.088
C -2.914 6.684 -0.335 -0.110
C -3.362 5.441 -0.750 -0.109
C -4.700 5.106 -0.636 -0.093
C -5.603 6.021 -0.102 -0.077
H -5.858 7.995 0.723 0.104
H -3.456 8.586 0.509 0.104
H -1.862 6.932 -0.426 0.085
H -2.660 4.725 -1.165 0.089
H -5.042 4.130 -0.967 0.083
H -6.652 5.759 -0.009 0.102
```

Computed properties:
Total charge: +1
Orbital gap: 7.498 eV
DFT total energy: -3724.59010 Ha